Entry 1:
Density functional theory data (ωB97M-V with the def2-TZVPD basis set) for a cluster of 3 separate species, C16H32ClI3NO8P2 in total.

Summary:
Total charge: +1
Highest occupied orbital energy in eV: -11.126
Orbital gap in eV: 6.3316
Energy in Ha: -3320.84132

Each line ends with the natural charge from an NBO analysis.
Positions of all 63 atoms, in Å:
C: -3.58 2.62 -0.59  -0.66
C: -2.67 3.72 -1.47  -0.47
C: -1.09 3.27 -1.62  -0.35
I: -0.49 2.65 0.44  0.16
C: -0.79 2.14 -2.76  -0.18
C: -0.21 0.65 -2.29  -0.24
I: -1.58 -1.12 -2.25  0.23
C: 1.19 0.36 -1.89  -0.14
C: 1.63 -1.20 -1.48  -0.69
I: 2.71 1.93 -1.78  0.25
C: -2.19 1.66 -3.54  0.30
N: -2.23 1.70 -4.92  -0.50
C: -0.91 2.18 -5.50  -0.27
C: -0.01 2.57 -4.16  -0.22
Cl: 0.92 4.16 -4.23  0.01
H: -3.08 1.56 -0.79  0.20
H: -3.56 2.83 0.56  0.26
H: -4.68 2.55 -1.04  0.23
H: -2.66 4.70 -0.79  0.26
H: -3.18 4.04 -2.48  0.23
H: -0.49 4.29 -1.78  0.29
H: 2.74 -1.26 -1.14  0.27
H: 1.37 -1.98 -2.32  0.25
H: 0.96 -1.47 -0.54  0.25
H: -3.22 1.32 -3.09  0.28
H: -2.99 1.46 -5.60  0.47
H: -1.13 3.16 -6.12  0.25
H: -0.36 1.46 -6.28  0.27
H: 0.88 1.77 -4.27  0.27
C: -2.63 -0.77 1.71  -0.28
O: -2.96 -1.94 2.44  -0.67
P: -4.66 -2.19 2.61  2.21
O: -4.37 -3.35 3.57  -0.99
O: -4.75 -2.79 1.07  -0.81
C: -3.83 -3.78 0.66  -0.24
O: -6.37 -2.45 2.79  -0.65
C: -6.87 -2.41 4.11  -0.27
H: -1.56 -0.77 1.51  0.19
H: -3.17 -0.74 0.76  0.17
H: -2.88 0.11 2.31  0.17
H: -3.37 -4.32 1.50  0.22
H: -3.04 -3.31 0.07  0.15
H: -4.35 -4.50 0.02  0.20
H: -6.44 -1.57 4.66  0.18
H: -6.65 -3.35 4.63  0.21
H: -7.95 -2.30 4.06  0.20
C: 6.46 0.66 4.17  -0.29
O: 7.08 0.23 2.97  -0.66
P: 6.26 -1.08 2.19  2.23
O: 7.43 -1.20 1.21  -1.00
O: 5.15 -0.02 1.56  -0.82
C: 5.60 1.15 0.91  -0.24
O: 5.43 -2.38 1.41  -0.66
C: 6.14 -3.60 1.31  -0.27
H: 6.95 1.58 4.51  0.20
H: 5.40 0.86 4.01  0.17
H: 6.58 -0.11 4.94  0.18
H: 6.64 1.07 0.57  0.21
H: 5.51 2.00 1.60  0.17
H: 4.96 1.34 0.04  0.17
H: 6.63 -3.83 2.27  0.19
H: 6.88 -3.55 0.51  0.21
H: 5.43 -4.40 1.07  0.19

Entry 2:
Density functional theory data (ωB97M-V with the def2-TZVPD basis set) for a cluster of 2 separate species, C10H25N2P in total.

Summary:
Total charge: 0
Highest occupied orbital energy (alpha / beta) in eV: -5.877 / -9.157
Expectation value of S²: 2.008
Orbital gap (alpha / beta) in eV: 6.7287 / 8.6397
Energy relative to the best compared isomer or geometry (same formula, charge and spin) in kcal/mol: 0.0
Energy in Ha: -846.67467
Spin multiplicity: 3

Each line ends with the Löwdin spin population.
Positions of all 38 atoms, in Å:
C: -4.29 -1.10 0.13  0.00
C: -2.31 -0.53 1.43  0.01
C: 0.65 2.39 1.31  0.01
C: 1.76 2.42 -1.02  0.07
C: 3.16 -0.57 -0.86  0.00
C: 1.93 -1.61 1.06  0.06
C: 1.01 -1.69 -1.33  0.02
C: -2.76 -0.75 -0.01  0.01
C: 1.45 1.55 0.33  0.07
C: 1.77 -0.77 -0.26  0.07
N: -2.57 0.54 -0.70  0.22
N: 0.87 0.27 0.08  0.73
P: -1.28 0.92 -1.66  0.63
H: -4.85 -1.62 -0.61  0.00
H: -4.59 -1.39 1.18  0.00
H: -4.84 -0.11 0.03  0.00
H: -2.33 -1.50 1.91  0.00
H: -2.92 0.07 1.94  0.00
H: -1.38 -0.08 1.56  0.00
H: 0.13 1.84 2.26  0.00
H: 1.29 3.16 1.64  0.00
H: -0.14 2.93 0.85  0.00
H: 2.29 1.62 -1.52  0.00
H: 2.33 3.38 -0.74  0.01
H: 0.82 2.58 -1.54  0.00
H: 3.56 -1.53 -0.96  0.00
H: 3.06 -0.21 -1.84  0.00
H: 3.66 0.24 -0.36  0.00
H: 2.17 -0.86 1.82  0.00
H: 2.75 -2.32 0.96  0.01
H: 1.01 -2.00 1.46  0.00
H: 0.83 -1.23 -2.23  0.00
H: 1.44 -2.64 -1.51  0.00
H: 0.06 -1.96 -1.07  0.00
H: -2.20 -1.63 -0.40  0.00
H: 2.48 1.48 0.74  0.01
H: -2.90 1.17 -0.01  0.00
H: -1.11 -0.45 -2.05  0.04

Entry 3:
Density functional theory data (ωB97M-V with the def2-TZVPD basis set) for a structure of composition C34H38As2Br4CaIN7O12.

Summary:
Total charge: 0
Highest occupied orbital energy in eV: -6.453
Orbital gap in eV: 5.7451
Energy relative to the best compared isomer or geometry (same formula, charge and spin) in kcal/mol: 22.1
Energy in Ha: -18347.65491

Each line ends with the Löwdin charge.
Positions of all 99 atoms, in Å:
Ca: -2.03 0.58 -1.29  1.39
N: -0.41 3.17 0.25  0.21
C: -1.66 3.18 0.73  -0.43
N: -1.95 4.05 1.69  0.18
C: -3.23 4.10 2.03  -0.44
N: -3.58 4.89 3.06  0.17
N: -4.23 3.44 1.41  0.17
C: -3.81 2.56 0.52  -0.27
N: -2.55 2.30 0.20  0.07
C: -4.87 1.89 -0.29  -0.19
C: -6.19 2.31 -0.17  0.01
C: -7.14 1.77 -1.03  -0.04
C: -6.73 0.85 -1.98  -0.04
C: -5.40 0.48 -2.01  -0.11
N: -4.49 0.97 -1.18  0.04
H: 0.27 3.77 0.67  0.12
H: -0.13 2.53 -0.47  0.07
H: -2.87 5.45 3.51  0.11
H: -4.55 5.00 3.29  0.11
H: -6.44 3.04 0.57  0.11
H: -8.17 2.08 -0.97  0.11
H: -7.43 0.43 -2.69  0.11
H: -5.04 -0.26 -2.72  0.11
Br: 0.85 2.81 -7.13  0.69
C: 0.60 2.04 -5.42  -0.77
C: 1.50 1.10 -4.94  -0.78
Br: 2.98 0.55 -5.98  0.69
C: 1.31 0.58 -3.65  -0.62
Br: 2.40 -0.83 -3.00  0.85
C: 0.27 0.98 -2.82  -0.47
O: 0.10 0.49 -1.61  -0.36
C: -0.71 1.88 -3.36  -0.49
O: -1.78 2.15 -2.67  -0.30
C: -0.49 2.41 -4.63  -0.65
Br: -1.82 3.58 -5.28  0.74
C: -2.28 -2.37 -4.92  -0.13
C: -1.98 -3.36 -3.77  -0.13
C: -1.75 -2.45 -2.56  -0.18
O: -2.30 -1.18 -2.91  -0.26
C: -1.99 -1.01 -4.30  -0.16
H: -3.33 -2.45 -5.23  0.11
H: -1.66 -2.55 -5.80  0.12
H: -1.09 -3.96 -3.98  0.11
H: -2.81 -4.04 -3.61  0.11
H: -0.68 -2.31 -2.34  0.12
H: -2.25 -2.79 -1.65  0.11
H: -0.93 -0.74 -4.40  0.12
H: -2.60 -0.19 -4.68  0.14
C: 2.49 3.94 3.66  -0.03
O: 2.84 2.83 2.84  -0.05
C: 2.63 1.63 3.40  -0.60
O: 2.08 1.46 4.46  0.12
C: 3.05 0.53 2.49  -0.21
C: 4.07 -0.25 2.84  -0.23
As: 4.76 -1.97 2.01  1.34
C: 3.58 -3.18 3.00  -0.28
C: 3.71 -1.41 0.44  -0.39
C: 2.37 -1.29 0.58  -0.30
As: 1.86 0.59 0.84  1.39
C: 0.25 0.49 1.98  -0.27
C: 1.45 -2.40 0.99  -0.48
O: 0.64 -2.36 1.89  0.03
O: 1.44 -3.51 0.23  -0.01
C: 2.30 -3.73 -0.88  -0.07
C: 4.53 -0.35 -0.24  -0.62
O: 4.37 0.84 -0.13  0.06
O: 5.59 -0.79 -0.92  -0.04
C: 5.70 -2.15 -1.32  -0.08
C: 4.89 0.13 4.02  -0.51
O: 4.97 1.23 4.51  0.13
O: 5.55 -0.95 4.50  -0.12
C: 6.38 -0.70 5.63  -0.04
H: 2.73 4.82 3.07  0.09
H: 3.08 3.92 4.58  0.10
H: 1.43 3.92 3.91  0.09
H: 4.12 -3.43 3.91  0.02
H: 3.43 -4.10 2.43  0.03
H: 2.63 -2.73 3.25  0.03
H: 0.36 -0.20 2.80  0.03
H: -0.64 0.24 1.42  -0.01
H: 0.13 1.51 2.36  0.02
H: 1.90 -4.61 -1.37  0.10
H: 3.32 -3.93 -0.54  0.08
H: 2.29 -2.88 -1.56  -0.01
H: 6.21 -2.14 -2.28  0.10
H: 4.73 -2.62 -1.43  0.06
H: 6.30 -2.71 -0.58  0.08
H: 6.80 -1.66 5.91  0.09
H: 5.80 -0.27 6.44  0.10
H: 7.18 0.00 5.36  0.10
N: -2.13 -2.51 1.86  0.20
C: -2.90 -1.76 1.07  -0.63
O: -2.40 -0.94 0.31  -0.12
C: -4.40 -1.97 1.09  -0.55
I: -5.25 -1.92 3.05  0.82
H: -1.11 -2.38 1.85  0.07
H: -2.54 -3.12 2.54  0.08
H: -4.64 -2.94 0.67  0.06
H: -4.87 -1.19 0.51  0.03

Entry 4:
Density functional theory data (ωB97M-V with the def2-TZVPD basis set) for a structure of composition C4H8CsO3.

Summary:
Total charge: 0
Highest occupied orbital energy (alpha / beta) in eV: -3.620 / -7.990
Expectation value of S²: 0.753
Orbital gap (alpha / beta) in eV: 3.1522 / 7.4894
Energy relative to the best compared isomer or geometry (same formula, charge and spin) in kcal/mol: 38.8
Energy in Ha: -402.89695
Spin multiplicity: 2

Each line ends with the Löwdin spin population.
Positions of all 16 atoms, in Å:
C: -4.07 0.27 1.03  0.16
C: -0.21 0.76 1.54  0.30
O: -0.40 -0.42 1.98  0.23
O: -4.28 -0.72 0.24  0.13
H: -3.16 0.86 1.26  0.05
H: -4.87 1.03 1.18  0.02
H: -0.56 1.63 2.15  0.04
Cs: -1.68 -2.71 -0.21  0.03
O: 1.75 -1.82 -1.14  0.00
C: 1.96 -0.70 -1.62  0.00
C: 3.11 0.16 -1.20  0.00
H: 1.59 -0.49 -2.64  0.00
H: 3.42 -0.06 -0.17  0.00
H: 2.76 1.20 -1.26  0.00
H: 3.94 0.04 -1.92  0.00
H: 0.68 0.97 0.76  0.03